The following is a quantum chemistry calculation of C73H162F3N9O3S as an isolated structure at a distorted geometry, from the Open Molecules 2025 dataset.

The frontier orbital gap is 1.31 eV. The HOMO energy is -0.5504 hartree. The multiplicity is 1. The molecular weight is 1303.22 g/mol. As for the calculated total energy: -116747.942 eV. The net charge is +8.

XYZ file:
```
251
C73H162F3N9O3S wB97M-V/def2-TZVPD
C 8.132 3.269 4.292
C 6.801 2.774 4.211
C 6.185 3.378 2.959
N 4.941 2.827 2.388
C 5.053 1.370 2.140
C 3.663 3.182 3.127
C 2.514 3.040 2.165
C 3.172 3.420 0.779
C 4.666 3.588 1.058
H 8.680 2.862 5.169
H 8.107 4.360 4.511
H 8.728 3.153 3.364
H 6.240 3.150 5.117
H 6.812 1.664 4.128
H 6.881 3.291 2.118
H 5.992 4.459 3.170
H 5.970 1.083 1.566
H 4.199 1.063 1.570
H 5.070 0.914 3.108
H 3.551 2.500 3.977
H 3.656 4.224 3.589
H 2.024 2.067 2.168
H 1.726 3.741 2.444
H 2.845 2.708 0.000
H 2.796 4.402 0.514
H 5.334 3.162 0.280
H 4.946 4.636 1.242
C 8.943 -4.246 0.458
C 10.246 -4.666 1.018
C 10.155 -5.881 1.941
N 11.305 -6.048 2.843
C 12.665 -6.222 2.248
C 10.992 -7.053 3.937
C 11.656 -6.550 5.205
C 11.836 -5.044 5.020
C 11.319 -4.754 3.653
H 8.503 -5.051 -0.203
H 9.147 -3.423 -0.218
H 8.125 -3.945 1.117
H 10.741 -3.900 1.643
H 10.966 -4.836 0.219
H 9.872 -6.707 1.283
H 9.313 -5.854 2.592
H 12.785 -7.099 1.600
H 13.303 -6.357 3.132
H 12.955 -5.333 1.650
H 11.195 -8.058 3.606
H 9.891 -7.019 4.020
H 12.602 -7.149 5.290
H 11.026 -6.770 6.038
H 12.848 -4.754 5.174
H 11.252 -4.428 5.678
H 11.902 -4.035 3.095
H 10.278 -4.483 3.733
C -2.338 -7.081 -2.153
C -1.685 -7.319 -3.526
C -0.226 -6.916 -3.577
N 0.480 -7.337 -4.790
C -0.267 -6.950 -6.054
C 0.638 -8.871 -4.890
C 1.932 -8.984 -5.678
C 2.831 -7.888 -5.115
C 1.907 -6.703 -4.810
H -3.380 -7.449 -2.184
H -2.504 -6.023 -1.959
H -1.778 -7.521 -1.317
H -2.253 -6.826 -4.360
H -1.791 -8.413 -3.669
H 0.374 -7.339 -2.805
H -0.042 -5.853 -3.450
H 0.355 -7.224 -6.924
H -0.458 -5.875 -5.953
H -1.186 -7.497 -6.097
H -0.288 -9.129 -5.385
H 0.709 -9.340 -3.883
H 1.794 -8.833 -6.768
H 2.329 -9.966 -5.592
H 3.636 -7.599 -5.769
H 3.325 -8.284 -4.235
H 2.020 -5.895 -5.597
H 2.031 -6.289 -3.844
C -4.659 2.693 -6.814
C -4.421 2.742 -8.211
C -5.015 1.448 -8.958
N -4.750 1.223 -10.522
C -5.433 2.126 -11.511
C -3.219 1.264 -10.696
C -2.693 0.014 -11.515
C -3.957 -0.942 -11.376
C -5.200 -0.154 -10.959
H -4.902 1.768 -6.169
H -6.472 3.394 -5.661
H -4.462 3.607 -6.187
H -3.568 2.396 -7.414
H -4.187 3.675 -8.750
H -6.077 1.490 -8.707
H -4.707 0.520 -8.503
H -5.158 3.149 -11.588
H -6.500 2.151 -11.284
H -5.199 1.686 -12.464
H -2.782 2.270 -11.117
H -2.859 1.211 -9.659
H -2.697 0.071 -12.592
H -1.752 -0.356 -10.912
H -4.512 -1.183 -12.319
H -3.913 -1.800 -10.592
H -5.831 -0.012 -11.840
H -5.808 -0.601 -10.168
C 0.299 7.859 -2.431
C 0.451 9.395 -2.461
C -0.093 10.023 -3.781
N -0.079 11.511 -3.791
C 1.333 12.033 -3.625
C -0.978 12.104 -2.745
C -1.339 13.473 -3.324
C -1.209 13.388 -4.840
C -0.569 12.040 -5.093
H 1.037 7.458 -3.149
H -0.744 7.534 -2.673
H 0.624 7.565 -1.449
H 1.493 9.702 -2.258
H -0.144 9.756 -1.577
H -1.161 9.824 -3.940
H 0.542 9.704 -4.649
H 1.654 11.891 -2.540
H 1.308 13.119 -3.807
H 1.977 11.550 -4.324
H -0.485 12.209 -1.823
H -1.849 11.425 -2.597
H -0.711 14.230 -2.979
H -2.299 13.869 -2.911
H -0.547 14.170 -5.246
H -2.141 13.533 -5.357
H 0.255 12.040 -5.777
H -1.254 11.287 -5.415
C 2.303 1.693 -5.345
C 3.842 1.618 -5.281
C 4.304 0.148 -5.567
N 5.718 -0.248 -5.766
C 6.636 0.280 -4.702
C 5.836 -1.768 -5.967
C 6.866 -1.928 -7.141
C 7.395 -0.515 -7.511
C 6.225 0.359 -7.146
H 1.971 1.315 -6.312
H 1.930 2.684 -5.261
H 1.966 0.990 -4.568
H 4.228 1.988 -4.290
H 4.308 2.251 -6.040
H 3.717 -0.196 -6.440
H 3.960 -0.462 -4.694
H 7.573 -0.120 -4.921
H 6.271 -0.045 -3.728
H 6.696 1.333 -4.760
H 6.275 -2.239 -5.068
H 4.816 -2.119 -6.193
H 7.676 -2.569 -6.854
H 6.374 -2.378 -8.012
H 8.233 -0.236 -6.919
H 7.651 -0.358 -8.527
H 6.443 1.417 -6.983
H 5.391 0.360 -7.876
C -0.285 -0.966 7.929
C 0.709 -1.203 9.080
C 0.048 -1.297 10.439
N 0.889 -1.942 11.460
C 0.231 -1.662 12.769
C 2.358 -1.649 11.434
C 3.001 -2.720 12.324
C 2.218 -4.047 11.899
C 0.957 -3.521 11.245
H -0.884 -0.112 8.133
H -0.913 -1.872 7.945
H 0.229 -0.970 7.001
H 1.398 -0.350 9.241
H 1.221 -2.133 8.903
H -0.911 -1.895 10.378
H -0.273 -0.307 10.842
H 0.728 -2.085 13.650
H -0.806 -1.851 12.736
H 0.329 -0.561 12.967
H 2.567 -0.611 11.728
H 2.584 -1.802 10.355
H 3.033 -2.584 13.379
H 3.951 -2.857 11.809
H 1.950 -4.457 12.851
H 2.760 -4.769 11.288
H 0.094 -3.833 11.822
H 0.786 -3.752 10.167
C -5.953 2.525 4.350
C -6.122 3.343 5.710
C -7.592 3.599 5.890
N -8.004 4.214 7.253
C -7.617 5.649 7.353
C -7.310 3.589 8.419
C -8.159 2.399 8.887
C -9.482 2.703 8.272
C -9.454 3.917 7.513
H -4.854 2.466 4.172
H -5.986 3.313 3.556
H -6.113 1.497 4.573
H -5.656 4.389 5.796
H -5.587 3.003 6.641
H -8.254 2.775 5.590
H -7.859 4.319 5.105
H -6.563 5.714 7.234
H -7.986 6.010 8.327
H -8.203 6.202 6.596
H -7.350 4.301 9.254
H -6.271 3.444 8.245
H -8.529 2.190 9.932
H -7.906 1.387 8.614
H -13.635 -0.239 13.988
H -10.369 2.176 8.505
H -10.080 4.693 8.137
H -10.089 3.948 6.621
C -12.453 -4.289 3.652
C -12.032 -4.586 2.347
C -12.076 -3.441 1.432
N -11.245 -3.675 0.076
C -11.815 -4.683 -0.860
C -11.102 -2.263 -0.616
C -9.669 -2.191 -1.077
C -9.004 -3.454 -0.519
C -9.821 -4.131 0.218
H -11.009 -4.488 4.238
H -12.554 -5.148 4.373
H -12.476 -3.313 4.183
H -15.947 -5.838 -0.044
H -11.942 -5.696 2.017
H -11.824 -2.492 1.892
H -13.038 -3.433 0.970
H -11.856 -5.672 -0.361
H -11.173 -4.623 -1.757
H -12.899 -4.419 -1.039
H -11.965 -2.178 -1.338
H -11.069 -1.535 0.241
H -9.318 -1.541 -1.871
H -8.917 -1.684 -0.280
H -8.093 -3.981 -0.996
H -2.791 -3.461 4.842
H -9.499 -4.763 0.990
H -8.271 -1.527 3.755
C 1.224 -0.664 -2.312
F 0.828 -1.759 -1.723
F 1.330 -0.821 -3.597
F 0.427 0.350 -1.958
S 2.878 -0.281 -1.791
O 3.284 -0.801 -0.466
O 3.732 -1.311 -2.529
O 3.263 1.059 -2.015
```

=====

The following is a quantum chemistry calculation of one molecule with the formula C3H3N3OS at a distorted geometry, from the Open Molecules 2025 dataset.

The frontier orbital gap is 10.00 eV. The HOMO energy is -0.3858 hartree. The multiplicity is 1. The molecular weight is 129.14 g/mol. As for the calculated total energy: -20509.799 eV. The net charge is 0.

XYZ file:
```
11
C3H3N3OS wB97M-V/def2-TZVPD
H -1.521 -2.008 1.262
N -0.556 -1.544 1.292
C -0.490 -0.587 0.363
C -1.764 -0.351 -0.463
N -2.787 -0.166 -0.928
N 0.560 0.182 -0.178
S 0.273 1.765 0.419
C 1.815 -0.237 -0.539
O 2.112 -1.456 -0.484
H -0.087 2.647 -0.703
H 2.472 0.506 -0.866
```